(1)
Computed, not measured: a molecular structure, C17H40NO2P2W in a non-equilibrium geometry, with wB97M-V/def2-TZVPD.

XYZ file:
```
63
Properties=species:S:1:pos:R:3:forces:R:3
W -0.1284 0.0850 -0.6048 0.906 -1.055 -1.541
P 0.1453 -2.3070 -0.4441 0.817 -2.696 1.384
P 0.1409 2.3741 -0.1661 0.862 3.022 2.105
N 1.8995 0.0471 -0.9285 0.412 -0.163 1.663
C 1.8140 -2.4012 -1.2120 0.353 0.143 -0.395
H 2.3143 -3.3312 -0.8924 -0.233 0.355 -0.137
H 1.6712 -2.4626 -2.3028 0.126 0.026 0.262
C 2.6756 -1.1823 -0.8617 0.321 -0.459 -0.182
H 3.1438 -1.2798 0.1486 -0.496 0.236 -0.438
H 3.5208 -1.0595 -1.5482 0.008 -0.268 -0.025
C 2.6769 1.2607 -0.7521 0.190 0.527 -0.225
H 3.4942 1.2176 -1.4726 0.161 0.335 -0.116
H 3.1858 1.2334 0.2443 -0.538 -0.198 -0.465
C 1.8145 2.5214 -0.9222 0.480 0.054 -0.473
H 1.6886 2.7564 -1.9902 0.073 -0.100 0.244
H 2.3239 3.3851 -0.4643 -0.199 -0.245 -0.183
C 0.3296 3.0682 1.5271 0.265 -0.187 0.351
C -0.8477 2.7629 2.4564 -0.206 0.031 0.115
H -0.5547 3.0450 3.4787 -0.136 -0.119 -0.295
H -1.1189 1.6997 2.4607 0.061 0.181 0.072
H -1.7382 3.3487 2.1956 0.273 -0.201 0.140
C -1.0617 3.3562 -1.1525 -0.539 -0.550 -0.604
C -2.4093 3.5089 -0.4366 -0.173 -0.073 0.063
H -3.1477 3.8711 -1.1638 0.209 -0.085 0.153
H -2.3601 4.2481 0.3738 0.012 -0.263 -0.238
H -2.7818 2.5537 -0.0439 -0.024 0.284 0.015
C -1.0504 -3.1659 -1.5628 -0.588 0.663 -0.575
C -2.4043 -3.4039 -0.8872 -0.164 0.020 0.052
H -3.1393 -3.6757 -1.6567 0.224 0.101 0.150
H -2.7756 -2.5024 -0.3828 -0.061 -0.303 -0.005
H -2.3636 -4.2417 -0.1781 0.008 0.320 -0.174
C 0.3346 -3.2199 1.1398 0.253 0.312 0.423
C -0.8531 -3.0493 2.0903 -0.192 -0.098 0.154
H -0.5778 -3.4913 3.0592 -0.140 0.174 -0.266
H -1.7459 -3.5747 1.7298 0.268 0.147 0.171
H -1.1199 -1.9983 2.2601 0.100 -0.171 0.027
C -1.8809 -0.0390 0.3895 -8.017 -0.201 4.736
C -0.4984 4.7057 -1.6159 0.321 0.092 -0.050
H -0.4008 5.4159 -0.7875 -0.002 -0.250 -0.260
H 0.4667 4.5950 -2.1188 -0.149 0.209 0.019
H -1.2049 5.1323 -2.3371 0.116 -0.147 0.090
C -0.4949 -4.4486 -2.1915 0.365 -0.071 0.098
H -1.2051 -4.7923 -2.9529 0.098 0.183 0.115
H 0.4666 -4.2765 -2.6837 -0.145 -0.229 0.003
H -0.3953 -5.2504 -1.4516 0.028 0.238 -0.264
C 0.6865 -4.7010 0.9394 -0.023 -0.189 0.002
H 1.0064 -5.1154 1.9052 -0.063 0.166 -0.222
H -0.1867 -5.2830 0.6180 0.242 0.181 0.098
H 1.5068 -4.8636 0.2303 -0.208 -0.052 0.161
C 0.6569 4.5679 1.5176 0.007 0.163 0.044
H -0.2286 5.1719 1.2804 0.254 -0.196 0.076
H 0.9778 4.8557 2.5282 -0.047 -0.105 -0.263
H 1.4663 4.8312 0.8263 -0.181 0.040 0.180
H 1.2035 2.5073 1.9053 -0.176 0.172 -0.127
H 1.2015 -2.7040 1.5922 -0.166 -0.141 -0.084
H -1.2232 2.7170 -2.0426 -0.043 0.288 -0.007
H -1.1885 -2.4041 -2.3520 -0.060 -0.402 -0.019
O -2.8855 -0.0917 1.0270 5.988 0.226 -3.840
H 0.7339 -0.1928 -2.0993 -0.431 0.315 -0.551
H -1.3148 -0.1617 -1.7332 -0.295 0.058 -0.780
O 1.2273 -0.0604 2.5629 1.258 0.313 -0.639
H 0.7601 -0.1015 3.3981 -0.178 -0.048 0.413
H 2.1671 0.1397 2.8068 -1.186 -0.312 -0.138
```
Positions in Å, forces in eV/Å.

Computed properties:
- frontier orbital gap (spin up / spin down) (eV) = 6.67 / 6.53
- total charge = +3
- 2S+1 = 3
- HOMO level (spin up / spin down) (eV) = -19.7 / -19.7

(2)
Computed, not measured: 8 unconnected molecules or ions with the total composition C17H41N13O5 in a non-equilibrium geometry, with wB97M-V/def2-TZVPD.

XYZ file:
```
76
Properties=species:S:1:pos:R:3:forces:R:3
N 4.8358 0.7988 -4.7640 4.160 -4.726 0.797
C 4.0471 1.7651 -5.0600 -0.090 0.305 1.088
N 4.5754 2.8963 -4.6640 0.754 4.252 0.524
O 2.9411 1.6289 -5.4221 -4.664 -0.232 -2.028
H 4.6346 -0.1826 -4.8918 -0.128 0.446 -0.227
H 5.7046 1.0564 -4.3181 -0.206 -0.715 -0.072
H 5.5724 3.0099 -4.5497 -0.555 0.386 0.148
H 3.8932 3.6090 -4.4477 0.674 0.296 -0.253
N -2.6094 8.3893 -1.3748 0.963 5.047 1.259
C -3.2690 7.3005 -1.5428 -2.743 -1.065 0.671
N -2.5145 6.4463 -2.1853 0.186 -4.482 -1.195
O -4.4208 7.0916 -1.1318 1.095 0.033 -0.521
H -3.1761 9.0993 -0.9334 0.781 0.379 0.104
H -1.5996 8.3865 -1.3939 -0.484 0.405 0.176
H -1.6950 6.5949 -2.7566 -0.478 0.107 0.332
H -2.9465 5.5401 -2.0743 0.660 -0.446 -0.818
N -6.6850 0.4385 1.4918 -0.932 -2.154 -6.385
C -6.4471 0.7410 2.7080 0.878 1.990 0.338
N -7.5128 1.0039 3.3870 -3.552 0.233 3.013
O -5.3513 1.0224 3.0567 4.140 0.119 2.138
H -7.6115 0.4874 1.0926 0.303 -0.080 0.063
H -5.9219 0.5734 0.8441 -0.147 -0.169 0.117
H -8.3999 0.7786 2.9599 -0.022 0.169 0.918
H -7.3690 1.2265 4.3616 -0.575 -0.085 -0.210
N -1.5267 0.7189 7.9968 1.126 -3.604 0.918
C -2.0602 1.8585 7.6444 -1.466 2.433 0.687
N -1.5282 2.2939 6.4893 0.326 1.299 -1.551
O -2.8613 2.4664 8.3457 0.104 0.049 -0.564
H -2.0823 0.1211 8.5918 0.259 0.098 -0.029
H -0.9457 0.2807 7.2965 -0.140 -0.384 0.496
H -1.0874 1.6367 5.8618 -0.206 0.466 0.035
H -1.7856 3.2086 6.1471 -0.037 -0.363 0.010
N -1.1859 2.7215 -8.4631 3.624 -0.404 -5.101
C -2.2307 3.0429 -7.7920 -5.257 -0.207 -3.200
N -1.9489 2.8859 -6.5967 1.224 -0.508 9.368
O -3.3989 3.2129 -8.1261 -0.195 1.195 -1.576
H -1.1277 3.0113 -9.4289 0.439 -0.450 0.194
H -0.4066 2.4054 -7.9038 0.365 0.397 -1.355
H -2.7355 2.8772 -5.9632 0.476 -0.295 0.260
H -1.0892 2.3780 -6.4451 -0.626 0.258 1.449
C 7.8624 -2.0309 1.1744 -0.708 0.677 -0.717
C 7.0748 -1.7681 -0.1844 0.649 0.050 2.008
C 6.2383 -2.9651 -0.6151 -0.029 0.412 0.490
C 5.1692 -3.1956 0.3999 -3.080 -1.346 2.216
N 4.2778 -3.4268 1.1555 3.649 1.068 -2.951
H 8.5886 -2.8244 0.9977 0.095 0.093 0.136
H 7.2820 -2.2664 2.0665 -0.512 -0.392 -0.382
H 8.3553 -1.1113 1.4897 0.399 -0.027 -0.357
H 7.8730 -1.4861 -0.8711 -0.382 -0.205 -0.486
H 6.3614 -0.9479 -0.1048 0.342 0.331 0.214
H 6.8921 -3.8313 -0.7165 -0.390 -0.249 -0.073
H 5.7534 -2.7065 -1.5564 -0.040 -0.414 -0.094
C -0.9098 -9.7605 2.5975 0.121 1.314 -0.802
C -0.9441 -8.2137 2.2102 -1.898 -4.095 -1.796
C -0.3184 -7.4007 3.2265 0.837 1.110 0.698
C -0.9626 -6.0936 3.1175 -1.215 3.939 0.245
N -1.5505 -5.0732 3.0160 1.929 -3.365 0.291
H 0.1150 -10.1140 2.7110 0.081 0.127 0.304
H -1.3145 -10.3575 1.7802 -0.277 0.037 0.132
H -1.4808 -9.9125 3.5134 0.076 -0.161 -0.050
H -1.9883 -7.9476 2.0459 -0.106 -0.043 0.201
H -0.5011 -8.1127 1.2194 0.284 0.224 0.106
H 0.7389 -7.4352 2.9634 0.212 0.764 0.608
H -0.4530 -7.8148 4.2257 -0.035 0.163 0.064
C 0.5873 0.2119 -1.0049 1.226 0.781 0.230
C 0.4573 1.2910 0.0817 -0.189 0.047 -0.794
C -0.8912 1.2609 0.7248 -0.248 0.600 0.878
C -1.9540 1.5826 -0.2320 -2.353 -0.727 -1.048
N -2.8577 1.8137 -0.9362 2.052 -0.285 1.293
H 1.6080 0.2409 -1.3862 0.144 0.048 -0.112
H -0.0362 0.4423 -1.8688 -0.353 -0.431 0.242
H 0.4986 -0.7891 -0.5828 -0.585 0.002 -0.176
H 0.4453 2.3015 -0.3268 1.096 -0.005 -0.346
H 1.1929 1.1653 0.8761 0.206 0.184 -0.221
H -0.9646 2.0991 1.4176 0.130 -0.032 0.392
H -0.9188 0.3545 1.3296 -1.164 -0.190 -0.358
```
Positions in Å, forces in eV/Å.

Computed properties:
- energy above the lowest of the compared OMol25 structures with the same formula, charge and spin (eV) = 5.175
- frontier orbital gap (eV) = 9.10
- 2S+1 = 1
- HOMO level (eV) = -9.3
- SMILES string = NC(N)=O.NC(N)=O.NC(N)=O.NC(N)=O.NC(N)=O.CCCC#N.CCCC#N.CCCC#N

(3)
Computed, not measured: a molecular structure, C17H42Cl2OP3Pr in a non-equilibrium geometry, with wB97M-V/def2-TZVPD.

XYZ file:
```
66
Properties=species:S:1:pos:R:3:forces:R:3
C -0.5403 -0.0188 -5.0294 0.634 0.185 -1.688
C -0.7173 -0.5299 -3.7444 -2.072 -0.289 6.062
H -1.4836 0.2756 -5.5203 0.014 -0.360 0.384
H -0.0138 -0.7979 -5.6144 -0.075 0.418 0.005
H 0.1118 0.8695 -4.9246 -0.074 -0.410 -0.032
O -1.1208 -0.7726 -2.6763 1.747 0.641 -4.902
Cl 1.9566 -0.0846 -3.1651 -0.151 0.027 -0.143
Pr 1.5943 0.0828 -0.4767 0.744 -0.071 0.002
P 1.2079 -2.6925 -1.4007 0.177 -1.266 0.366
C 0.1243 -3.8224 -0.4494 -0.117 0.081 0.107
C 0.9971 -3.4148 -3.0656 -0.059 0.296 -0.300
H 1.2161 -4.4927 -3.0197 -0.105 0.379 -0.028
H 2.9239 -4.3901 -1.2536 0.153 0.387 0.152
H 1.6739 -2.9313 -3.7753 0.004 -0.130 0.104
H 3.6390 -2.7691 -1.6223 -0.229 -0.270 0.159
H -0.9159 -3.5366 -0.6464 0.088 -0.155 0.040
H -0.0279 -3.2763 -3.4247 0.045 -0.171 0.060
C 2.8957 -3.3138 -1.0174 0.024 0.143 0.039
H 0.2722 -4.8680 -0.7520 -0.011 0.273 0.124
H 3.1392 -3.1429 0.0416 -0.048 -0.147 -0.287
H 0.2964 -3.7225 0.6282 0.058 -0.074 -0.214
P 0.9032 2.7446 -1.6191 0.074 1.525 0.157
C -0.1458 3.9117 -0.6553 -0.107 -0.110 0.134
C 2.5843 3.4758 -1.4007 0.053 -0.210 0.088
H 1.2608 2.9255 -4.0269 -0.037 0.109 0.148
H 0.5968 4.4472 -3.3488 0.001 -0.423 0.076
H -0.4621 3.0289 -3.6052 0.073 0.190 -0.009
C 0.5454 3.3475 -3.3121 -0.203 -0.436 -0.263
H 3.3382 2.8569 -1.9186 -0.259 0.330 0.124
H 2.5772 4.4959 -1.8218 0.138 -0.403 0.234
H -0.0195 4.9488 -0.9969 0.035 -0.310 0.085
H 0.0926 3.8568 0.4154 0.004 0.039 -0.250
H 2.8499 3.5118 -0.3325 -0.039 0.073 -0.323
H -1.1994 3.6265 -0.7740 0.204 0.129 0.010
Cl 3.7921 -0.0079 0.8263 -0.406 0.052 -0.308
C 1.0766 -1.8272 3.0013 -0.047 -0.206 -0.010
C -0.4063 -1.5988 2.6623 -0.188 0.056 -0.298
C -1.2409 -1.5928 3.9455 -0.094 -0.317 0.319
P -0.6241 -0.1763 1.4969 0.311 0.332 -0.087
C -2.3248 -0.2499 0.7309 0.412 -0.203 0.092
C -3.4239 -0.7137 1.6812 -0.408 -0.062 -0.207
C -2.6998 1.0628 0.0291 -0.133 -0.022 0.068
C -0.4536 1.4437 2.3929 -0.159 -0.205 -0.349
C -1.2558 1.5229 3.6848 -0.045 0.459 0.388
C 1.0167 1.8514 2.6265 -0.209 -0.048 0.051
H 1.4786 -1.0353 3.6529 -0.148 -0.316 -0.246
H 1.7249 -1.9083 2.1147 -0.141 0.076 0.183
H 1.1460 -2.7832 3.5399 0.122 0.292 -0.047
H -0.7575 -2.4396 2.0339 0.123 0.205 0.198
H -0.7568 -1.0166 4.7416 -0.110 -0.184 -0.227
H -2.2626 -1.2284 3.8161 0.353 -0.055 0.126
H -1.3074 -2.6310 4.2933 -0.011 0.188 0.056
H -2.1741 -1.0197 -0.0485 -0.204 0.131 0.225
H -3.5830 0.0061 2.4916 -0.022 -0.204 -0.156
H -4.3618 -0.7848 1.1171 0.096 0.003 0.146
H -3.2248 -1.7033 2.1057 -0.056 0.259 -0.128
H -2.0035 1.3453 -0.7717 0.054 -0.059 0.174
H -3.6870 0.9416 -0.4318 0.146 0.054 0.078
H -2.7693 1.8994 0.7370 -0.034 -0.203 -0.181
H -0.8845 2.1488 1.6609 0.122 -0.101 0.251
H -0.7679 0.9580 4.4860 -0.161 0.175 -0.204
H -1.2841 2.5716 4.0056 -0.055 -0.163 0.024
H -2.2930 1.1800 3.5892 0.337 0.078 0.002
H 1.5734 2.0518 1.6909 -0.115 -0.109 0.224
H 1.0093 2.7949 3.1884 0.158 -0.187 -0.125
H 1.5787 1.1095 3.2144 -0.170 0.291 -0.257
```
Positions in Å, forces in eV/Å.

Computed properties:
- energy above the lowest of the compared OMol25 structures with the same formula, charge and spin (eV) = 0.000
- frontier orbital gap (spin up / spin down) (eV) = 7.16 / 7.15
- total charge = +2
- 2S+1 = 3
- HOMO level (spin up / spin down) (eV) = -14.8 / -14.8

(4)
Computed, not measured: 7 unconnected molecules or ions with the total composition C17H42Cl4N2O5 in a non-equilibrium geometry, with wB97M-V/def2-TZVPD.

XYZ file:
```
70
Properties=species:S:1:pos:R:3:forces:R:3
Cl 4.2799 -2.5198 -0.1750 0.020 -0.004 0.081
C 2.6101 -1.9601 -0.4297 -0.286 0.589 0.599
C 2.1238 -2.1965 -1.8175 -0.794 0.369 -1.145
Cl 2.0064 -3.9155 -2.3185 0.115 0.187 0.201
H 2.5619 -0.8937 -0.2094 0.375 0.234 -0.383
H 1.9744 -2.3383 0.3710 0.021 -0.688 -0.296
H 2.6488 -1.6483 -2.5998 0.839 -0.371 0.295
H 1.1453 -1.7535 -2.0030 -0.358 -0.217 0.674
Cl 5.6953 -0.2374 3.0893 0.121 -0.545 0.424
C 4.3796 -1.3200 3.6820 -0.261 -0.039 -0.288
C 3.0959 -0.4842 3.7057 0.815 -0.681 -0.819
Cl 3.1828 0.7332 4.9542 -0.191 0.426 0.972
H 4.5867 -1.8124 4.6322 0.357 0.731 0.298
H 4.3579 -2.1722 3.0027 -0.380 0.359 -0.478
H 2.2213 -1.1237 3.8255 -0.060 0.325 0.008
H 3.0754 0.1163 2.7962 -0.452 -0.519 -0.169
C 2.0558 1.8657 -4.5685 -0.014 1.889 0.053
C 1.9278 1.3830 -3.1093 1.499 -0.499 -0.613
C 2.1642 2.4124 -2.0454 1.571 1.686 -0.863
O 0.7361 0.7888 -2.9073 -2.843 -2.464 0.293
H 1.1298 1.7422 -5.1300 -0.045 -0.230 0.241
H 2.8785 1.5790 -5.2235 0.201 -0.722 0.490
H 2.2020 2.9419 -4.4758 -0.145 0.355 -0.348
H 2.6400 0.5633 -3.0139 0.378 -0.018 0.333
H 3.2070 2.6963 -2.1868 0.596 -0.085 0.615
H 1.9505 2.2088 -0.9962 -0.061 -0.501 -0.301
H 1.7329 3.3780 -2.3094 -0.812 -0.121 0.078
H 0.0295 1.4142 -2.7307 -0.251 0.657 0.014
C -1.8216 -1.9460 -5.0863 -1.283 0.661 -0.350
C -2.9990 -1.3339 -4.2641 1.943 -1.099 0.820
C -3.3911 -2.1679 -2.9868 -0.935 1.215 -1.644
O -2.6028 -0.0842 -3.8341 0.177 1.470 0.497
H -0.8602 -2.1407 -4.6110 -0.485 -0.773 0.751
H -1.4854 -1.1882 -5.7940 -0.557 0.064 -0.459
H -2.3448 -2.7529 -5.5995 1.022 -0.586 -0.278
H -3.8057 -1.1514 -4.9740 -0.373 -0.414 0.281
H -2.6654 -2.1532 -2.1736 0.615 -0.532 -0.565
H -3.7507 -3.1290 -3.3544 0.107 -0.288 0.744
H -4.1881 -1.5732 -2.5404 -0.527 -0.339 -0.082
H -1.8186 -0.2799 -3.3160 0.362 0.631 0.261
C -2.4199 -2.4754 5.3199 -1.758 -1.633 -0.830
C -0.9725 -2.3826 5.2697 2.944 1.146 1.102
C -0.2018 -3.2468 4.3068 -0.510 -0.649 -0.478
O -0.5432 -1.0342 5.0373 -0.253 -0.023 0.169
H -2.8956 -1.5398 5.6140 -0.023 -0.289 -0.038
H -2.7102 -3.3345 5.9245 -0.133 0.284 0.759
H -2.7612 -2.8781 4.3663 -0.472 0.828 -0.559
H -0.5877 -2.5923 6.2677 0.138 -0.032 0.269
H 0.8406 -2.9305 4.2681 -0.073 -0.046 0.065
H -0.6485 -3.1369 3.3186 0.155 0.084 -0.272
H -0.2385 -4.3118 4.5360 -0.027 -0.066 0.179
H -0.4074 -0.9496 4.0907 0.077 0.483 -0.518
O -3.6305 3.8337 0.2131 2.078 1.728 -0.024
C -2.6420 4.6141 0.1451 -2.461 -1.006 -0.512
N -1.4255 4.1914 -0.2597 -0.560 0.682 0.835
C -2.7783 6.1178 0.3835 -0.399 0.017 0.900
H -0.6604 4.8436 -0.1627 0.303 -0.285 -0.587
H -1.4071 3.3684 -0.8449 0.531 -0.354 -0.204
H -3.8156 6.4017 0.5608 -0.154 -0.364 -0.283
H -2.3804 6.7621 -0.4004 0.212 -0.347 -0.119
H -2.3038 6.3867 1.3273 0.424 -0.016 -0.021
O 0.0935 -0.3351 2.1453 0.608 -1.305 -0.151
C -0.4457 0.3513 1.2798 1.144 -0.311 1.337
N -0.5420 1.6429 1.5106 -0.907 2.425 -0.302
C -0.9213 -0.1969 -0.0029 -0.485 -0.096 -0.317
H 0.0231 2.0986 2.2128 -0.302 -0.444 0.292
H -1.3447 2.1590 1.1798 0.381 0.259 -0.477
H -0.9382 0.4958 -0.8443 0.108 0.301 0.251
H -1.9589 -0.4554 0.2086 -0.047 -0.723 -0.408
H -0.2426 -1.0142 -0.2468 -0.559 -0.360 0.005
```
Positions in Å, forces in eV/Å.

Computed properties:
- frontier orbital gap (spin up / spin down) (eV) = 2.34 / 9.49
- total charge = -1
- 2S+1 = 2
- HOMO level (spin up / spin down) (eV) = 0.1 / -7.1